Entry 1:
30
Properties=species:S:1:pos:R:3:lowdin_charge:R:1 method="wB97M-V/def2-TZVPD" charge=0 e_homo_ev=-5.34 homo_lumo_gap_ev=4.171 e_lumo_ev=-1.2
C 1.27434 -1.71694 -2.46042 -0.199
C 0.92008 -3.02871 -2.34190 -0.279
C -0.16526 -3.55417 -1.59920 -0.211
C -1.30137 -2.87729 -1.07135 -0.284
C -1.67772 -1.57716 -1.27379 -0.136
Al 0.11531 -1.14985 -1.15269 -0.049
P 0.02005 0.95266 -2.64208 0.804
H 2.10538 -1.34126 -3.05226 0.022
H 1.50702 -3.79772 -2.87012 0.098
H -0.17796 -4.64139 -1.49047 0.084
H -2.65648 -1.15960 -1.04962 0.026
H -1.97288 -3.54486 -0.50588 0.100
H -1.17887 1.69863 -2.75869 -0.110
H 0.35117 0.96122 -4.01849 -0.093
H 0.84696 2.04332 -2.26987 -0.125
N -1.22070 3.19347 3.50412 0.171
C -1.44145 2.46122 2.37233 -0.473
O -2.52173 2.44530 1.78470 0.069
C -0.28576 1.61999 1.90845 -0.086
C 0.95784 1.52802 2.56163 0.018
C 1.96120 0.71387 2.03873 -0.022
C 1.70731 -0.06027 0.91262 -0.044
N 0.46233 -0.07460 0.38124 0.018
C -0.49123 0.81813 0.78733 0.005
H -1.96647 3.80733 3.79640 0.119
H -0.30964 3.34994 3.89297 0.084
H 1.13251 2.08982 3.48366 0.115
H 2.94224 0.65410 2.50888 0.118
H 2.47235 -0.66343 0.42847 0.130
H -1.40855 0.85021 0.19532 0.129

---

Entry 2:
12
Properties=species:S:1:pos:R:3:lowdin_charge:R:1 method="wB97M-V/def2-TZVPD" charge=0 e_homo_ev=-8.48 homo_lumo_gap_ev=8.381 e_lumo_ev=-0.1
C 0.75574 1.73924 -0.73357 -0.329
C -0.75417 -1.73881 0.39508 -0.341
O -1.71614 0.63624 -0.01704 -0.941
S -0.58138 1.96191 0.51860 0.413
S -1.61578 3.45320 -0.00744 0.185
S -2.19492 -0.63879 0.87540 0.788
H 1.42762 2.59476 -0.76458 0.047
H 0.27683 1.85382 -1.74423 0.056
H 1.00785 0.64903 -0.85925 0.059
H 0.12298 -1.24478 0.76172 0.011
H -0.69593 -1.75437 -0.64697 0.002
H -0.89579 -2.77938 0.74542 0.050

---

Entry 3:
9
Properties=species:S:1:pos:R:3:lowdin_charge:R:1 method="wB97M-V/def2-TZVPD" charge=-1 e_homo_ev=-2.77 homo_lumo_gap_ev=6.798 e_lumo_ev=4.0
S -2.28683 -0.92037 1.06584 -0.278
H -1.80977 -2.17619 1.09928 -0.474
O 2.26648 -0.14177 0.14992 -0.017
C 1.10518 0.17492 0.29430 -0.351
C 0.21978 0.66763 -0.81078 -0.117
H 0.62417 0.12503 1.28598 0.078
H 0.80275 1.09195 -1.62499 0.066
H -0.41532 -0.18189 -1.07904 0.036
H -0.50644 1.36069 -0.38053 0.057

---

Entry 4:
89
Properties=species:S:1:pos:R:3:lowdin_charge:R:1 method="wB97M-V/def2-TZVPD" multiplicity=2 s_squared=0.7676 charge=+2 e_homo_ev="-13.86 / -13.86" homo_lumo_gap_ev="6.497 / 7.149" e_lumo_ev="-7.4 / -6.7"
Cr -0.08958 -0.72333 0.93205 0.443
C -3.81320 -2.73230 1.02948 -0.003
C -2.95157 -1.77364 1.52888 -0.101
N -1.82270 -1.73436 0.78303 -0.089
N -1.96679 -2.67005 -0.19857 -0.002
C -3.14897 -3.26712 -0.07207 -0.014
B -0.87172 -2.76731 -1.30000 -0.446
N 0.44067 -3.16885 -0.58347 -0.008
C 1.26448 -4.18934 -0.80684 -0.015
C 2.33210 -4.11776 0.08371 -0.002
C 2.07416 -2.99178 0.83730 -0.114
N 0.91605 -2.40231 0.43999 -0.077
N -0.64556 -1.33554 -1.85237 -0.002
C -0.78343 -0.84004 -3.08755 -0.017
C -0.42773 0.50104 -3.07693 -0.011
C -0.09113 0.76475 -1.75922 -0.132
N -0.21507 -0.35426 -1.01830 -0.103
H -4.79337 -2.99703 1.40381 0.119
H -3.10179 -1.08917 2.35367 0.075
H -3.45367 -4.04090 -0.76900 0.148
H -1.16706 -3.53787 -2.17529 0.135
H 1.04531 -4.91449 -1.58831 0.149
H 3.17180 -4.79628 0.16947 0.121
H 2.65781 -2.58519 1.64062 0.071
H -1.12067 -1.47300 -3.90206 0.145
H -0.43028 1.18750 -3.91462 0.119
H 0.24626 1.68393 -1.31313 0.100
C -5.87238 0.77271 4.25410 -0.088
C -4.40732 0.95812 3.85767 -0.259
C -3.47192 0.16389 4.76779 -0.175
C -1.98094 0.33106 4.45269 -0.128
N -1.61088 1.72010 4.15161 -0.009
C -1.31646 2.24702 2.95520 -0.568
Se -1.29809 1.40930 1.26170 0.884
N -1.12165 3.56070 3.10519 0.011
C -0.90382 4.53053 1.99434 -0.125
C -2.19168 4.86560 1.23537 -0.188
C -3.28698 5.52535 2.07639 -0.244
C -2.98060 6.98065 2.43648 -0.090
C -1.27082 3.89639 4.46036 -0.147
C -1.12055 5.09967 5.14081 0.013
C -1.32027 5.06709 6.50769 -0.038
C -1.65425 3.87381 7.17520 -0.041
C -1.78962 2.68193 6.49213 0.016
C -1.58630 2.72783 5.11752 -0.156
H -6.53447 1.32956 3.58614 0.081
H -6.04815 1.13150 5.27301 0.084
H -6.16585 -0.28179 4.21354 0.080
H -4.15554 2.02239 3.91347 0.107
H -4.26734 0.65935 2.81065 0.094
H -3.69826 -0.90477 4.69385 0.124
H -3.66318 0.44521 5.80779 0.114
H -1.70388 -0.25565 3.60009 0.062
H -1.36687 -0.00031 5.28955 0.134
H -0.17688 4.09333 1.31793 0.096
H -0.45770 5.42041 2.43331 0.125
H -2.56931 3.94736 0.78595 0.074
H -1.91524 5.53244 0.41126 0.128
H -3.46913 4.93971 2.98626 0.099
H -4.21648 5.49016 1.50466 0.114
H -2.14638 7.07516 3.14194 0.052
H -3.84759 7.45682 2.90014 0.082
H -2.72587 7.55761 1.53993 0.085
H -0.84956 6.02146 4.63573 0.111
H -1.21375 5.98366 7.08009 0.122
H -1.80332 3.88987 8.25016 0.121
H -2.03717 1.75912 7.01094 0.122
C 1.96146 1.96183 4.24285 -0.135
C 2.23096 1.91871 2.73752 -0.386
As 2.12641 0.14367 1.95340 1.204
C 3.39671 0.36648 0.48463 -0.393
C 4.85962 0.20186 0.89461 -0.140
C 3.04516 -0.90661 3.31658 -0.398
C 2.07717 -1.69215 4.20818 -0.140
H 1.80963 2.99296 4.57589 0.085
H 2.79849 1.56113 4.81381 0.076
H 1.07808 1.38813 4.52023 0.050
H 3.22889 2.28129 2.51850 0.079
H 1.53426 2.53757 2.18454 0.035
H 3.21081 1.37028 0.11380 0.073
H 3.12545 -0.32338 -0.30855 0.060
H 5.11421 0.79735 1.77192 0.073
H 5.50729 0.52996 0.07770 0.087
H 5.10702 -0.83740 1.10695 0.070
H 3.62349 -0.20475 3.89675 0.069
H 3.75619 -1.55836 2.82535 0.055
H 1.50030 -1.02388 4.85245 0.063
H 2.62194 -2.38040 4.85389 0.089
H 1.37243 -2.28204 3.62765 0.053

---

Entry 5:
8
Properties=species:S:1:pos:R:3:lowdin_charge:R:1 method="wB97M-V/def2-TZVPD" charge=0 e_homo_ev="-8.82 / -9.15" homo_lumo_gap_ev="7.534 / 9.169" e_lumo_ev="-1.3 / 0.0"
C -1.94163 -0.20654 0.03571 -0.336
C -0.77984 0.35569 0.65652 -0.523
N -2.83674 -0.82326 -0.26100 0.151
N 1.81339 -0.18135 -0.80269 -0.130
N 1.62039 -1.05149 -0.01989 0.083
Cl 0.14059 1.57025 -0.17966 0.643
H -0.71475 0.41836 1.76090 0.069
H 2.69857 -0.08165 -1.18988 0.044

---

Entry 6:
23
Properties=species:S:1:pos:R:3:lowdin_charge:R:1 method="wB97M-V/def2-TZVPD" charge=0 e_homo_ev="-9.05 / -7.59" homo_lumo_gap_ev="7.866 / 5.810" e_lumo_ev="-1.2 / -1.8"
C 1.69963 -2.23449 2.22465 -0.096
C 0.57100 -2.64723 1.51138 -0.073
C 2.16191 -0.87850 2.13249 -0.069
C -0.19807 -1.71266 0.72777 -0.012
C 1.54916 0.03212 1.21598 -0.035
C 0.35340 -0.42852 0.49926 -0.211
C -1.84875 2.09617 -1.35656 -0.153
C -0.87589 2.99563 -1.25275 -0.195
C -0.31955 0.67428 -0.17642 -0.244
C -1.57466 0.70521 -0.83981 -0.242
O 1.34678 2.95324 0.46303 -0.423
P 1.97938 1.87784 -2.26827 0.598
P 0.61997 2.22554 -0.58577 0.348
H 2.38217 -2.96610 2.74591 0.114
H 0.25789 -3.62992 1.60226 0.071
H 2.94366 -0.42363 2.86965 0.132
H -0.84037 -2.14691 0.03626 0.082
H 1.89062 1.04884 1.27631 0.064
H -2.85683 2.22813 -1.64114 0.091
H -0.82702 4.06971 -1.40726 0.082
H -2.43858 0.30093 -0.25707 0.139
H -1.47336 0.03025 -1.77314 0.159
H 0.78341 1.67855 -3.27775 -0.127

---

Entry 7:
12
Properties=species:S:1:pos:R:3:lowdin_charge:R:1 method="wB97M-V/def2-TZVPD" smiles="C1=CSC=CC1" charge=0 e_homo_ev=-8.10 homo_lumo_gap_ev=8.710 e_lumo_ev=0.6
C -0.36622 -1.17775 -0.06623 -0.266
C 0.88421 -1.24302 -0.00919 -0.514
S 2.23558 -0.13804 0.20083 0.873
C 1.07933 1.21594 -0.30163 -0.361
C -0.25132 1.25788 0.19887 -0.092
C -1.15793 -0.01902 0.23395 -0.222
H -1.13451 -2.06988 -0.36802 0.169
H 1.30229 -2.28363 -0.22789 0.088
H 1.42034 2.15285 -0.36114 -0.011
H -0.41897 2.39304 0.03860 0.113
H -2.01509 -0.01249 -0.53265 0.137
H -1.57772 -0.07588 1.19452 0.087

---

Entry 8:
78
Properties=species:S:1:pos:R:3:lowdin_charge:R:1 method="wB97M-V/def2-TZVPD" charge=0 e_homo_ev=-5.71 homo_lumo_gap_ev=3.693 e_lumo_ev=-2.0
C 1.74282 -5.88856 -1.46872 0.003
C 0.81177 -5.42448 -0.43805 -0.274
C -0.04991 -6.16227 0.34186 0.011
C -0.75868 -5.27283 1.16138 0.081
C -0.36726 -3.97693 0.78710 -0.166
B -0.39823 -2.66804 1.80893 -0.777
C -1.47913 -2.76178 0.51973 -0.098
C -2.86181 -2.82413 0.92291 0.031
C -3.92551 -2.68451 0.04475 0.004
C -3.66560 -2.49448 -1.31079 -0.112
C -4.75011 -2.28166 -2.32116 -0.527
F -4.71754 -1.00165 -2.83994 0.106
F -4.61159 -3.13397 -3.37529 0.122
F -5.99635 -2.45552 -1.81890 0.126
C -2.34683 -2.39052 -1.75020 0.006
C -1.30715 -2.37144 -0.85103 0.018
O -0.87714 -3.03539 3.07044 0.117
C 0.26548 -2.99525 3.94474 -0.424
C -0.07230 -1.97428 5.00272 -0.015
C 0.46042 -4.28781 4.71368 -0.019
C 1.48449 -2.61449 2.96932 -0.435
C 2.47615 -1.63046 3.50018 0.004
C 2.30748 -3.82490 2.60260 -0.018
O 0.84764 -2.03718 1.80960 0.137
O 0.67507 -4.09939 -0.15601 0.096
H 2.02945 -6.92724 -1.24348 0.096
H 1.27486 -5.89531 -2.46848 0.102
H 2.64753 -5.26687 -1.53118 0.100
H -0.14985 -7.23805 0.29728 0.122
H -1.53888 -5.48727 1.88755 0.151
H -3.11202 -2.94409 1.98344 0.136
H -4.95850 -2.65485 0.39801 0.131
H -2.14667 -2.22357 -2.80044 0.132
H -0.30051 -2.15634 -1.21514 0.138
H 0.62132 -1.99324 5.86559 0.110
H -0.10458 -0.97180 4.55395 0.034
H -1.09621 -2.15509 5.36253 0.110
H 1.29660 -4.17654 5.42820 0.100
H -0.43332 -4.51150 5.31048 0.097
H 0.66088 -5.17160 4.09169 0.082
H 2.87088 -2.00711 4.45145 0.106
H 3.30748 -1.55273 2.79460 0.102
H 2.08657 -0.62534 3.61225 0.059
H 2.92802 -4.11642 3.45894 0.100
H 1.71563 -4.68509 2.29270 0.075
H 2.98671 -3.54922 1.79385 0.102
C -0.76724 0.32426 2.46169 -0.036
C 0.38140 1.12953 2.86349 -0.144
C 0.84934 1.12526 4.20039 -0.090
C 1.95034 1.86663 4.61463 -0.081
C 2.69922 2.55574 3.65680 -0.091
C 2.22671 2.62343 2.33928 -0.079
C 1.04349 1.99843 1.96431 -0.009
C -1.28323 0.33070 1.10735 -0.144
C -2.71122 0.28897 1.19301 -0.136
C -3.48300 0.73733 0.12878 -0.024
C -2.86484 1.17616 -1.05315 -0.093
C -1.47431 1.06861 -1.19890 -0.084
C -0.68415 0.57344 -0.13729 -0.049
C -3.10526 0.13349 2.58383 -0.117
C -1.91887 0.27907 3.38228 -0.096
C -2.09297 0.60274 4.73824 -0.034
C -3.35724 0.43606 5.31444 -0.084
C -4.49985 0.20152 4.52983 -0.088
C -4.38556 0.16985 3.13252 -0.028
H 0.39775 0.47961 4.94857 0.069
H 2.19953 1.87938 5.68034 0.109
H 3.61794 3.05276 3.96986 0.098
H 2.77820 3.19756 1.59471 0.102
H 0.60657 2.17725 0.98046 0.103
H -4.55670 0.82589 0.28859 0.113
H -3.48234 1.61707 -1.85631 0.106
H -1.02429 1.37667 -2.15484 0.105
H 0.37129 0.35114 -0.29173 0.121
H -1.27135 0.90287 5.38091 0.095
H -3.42045 0.49545 6.40242 0.100
H -5.47800 0.10857 5.00348 0.096
H -5.25807 0.19814 2.47158 0.110

---

no.,total energy (eV)
1,-32544.1372
2,-36722.1245
3,-15038.5253
4,-199065.8607
5,-19094.5393
6,-31153.7448
7,-16113.8445
8,-53889.8971